Below is a cluster of 2 separate species, C7H11NOS2 in total at a distorted geometry, with properties calculated with wB97M-V/def2-TZVPD.

SMILES string = S=c1[nH]ccs1.CCC(C)=O
ΔE to the lowest compared entry with this formula, charge and spin = 49.4 kcal per mole
E_HOMO = -7.98 eV

Each line ends with the Löwdin charge.
Atoms and positions in Å:
H1 2.783 1.869 0.052  0.09
H2 -2.451 -0.369 0.640  0.14
H3 0.031 -2.065 -1.662  0.03
C1 0.712 -1.380 -1.550  -0.01
H4 2.626 0.074 0.225  0.04
H5 0.720 1.692 -1.611  0.15
H6 -4.426 -1.106 1.614  0.15
S1 0.400 -0.996 1.492  0.76
H7 1.272 -1.078 -2.382  0.09
H8 3.056 0.866 -1.388  0.08
C2 0.894 1.046 -0.650  -0.23
C3 -1.139 -1.322 2.037  -1.00
S2 -1.480 -2.684 3.070  0.99
H9 -3.830 -2.837 3.644  0.03
H10 0.518 1.526 0.214  0.07
C4 -3.440 -1.404 2.049  -0.23
O1 -1.109 -0.061 -0.771  0.03
C5 0.014 -0.244 -0.875  -0.68
H11 1.348 -1.713 -0.797  0.03
C6 -3.212 -2.370 2.972  -0.36
N1 -2.345 -0.885 1.521  -0.03
C7 2.415 0.908 -0.452  -0.14



Below is a cluster of 23 separate species, C75H179N17O41 in total at a distorted geometry, with properties calculated with wB97M-V/def2-TZVPD.

E_HOMO = -8.76 eV

Each line ends with the Löwdin charge.
Atoms and positions in Å:
H1 -2.755 -6.354 0.901  0.07
H2 3.774 4.444 -4.195  0.08
H3 0.314 -0.287 4.851  0.08
H4 5.043 -8.295 -3.543  0.07
H5 5.414 -2.682 4.184  0.09
O1 7.764 2.591 4.208  0.05
H6 -2.156 7.385 -4.487  0.13
C1 -0.705 5.079 0.683  -0.18
C2 -6.149 2.515 3.381  -0.01
N1 -3.008 -3.909 -4.045  0.04
C3 1.609 -3.896 -3.928  -0.17
H7 -3.813 -2.268 -2.815  0.08
C4 1.471 0.629 -5.717  -0.19
H8 -6.282 5.864 5.738  0.08
H9 -2.946 -1.581 6.806  0.07
H10 5.289 -5.078 2.916  0.08
H11 2.718 -0.336 3.548  0.07
H12 -1.153 -0.492 5.752  0.06
H13 -1.017 2.559 6.741  0.14
H14 0.503 -5.634 2.600  0.09
H15 0.884 -2.772 0.934  0.11
H16 2.555 -0.024 -1.409  0.08
H17 6.623 7.243 2.983  0.12
H18 -4.096 -0.930 0.145  0.10
N2 5.429 -0.838 4.985  -0.37
H19 -0.267 -6.791 -1.819  0.12
C5 2.711 0.540 -2.328  0.05
H20 2.371 -2.011 3.261  0.09
H21 -6.385 8.139 -1.562  0.09
N3 2.803 1.981 -2.000  -0.38
C6 3.896 -3.037 -3.881  -0.11
C7 -6.133 -4.098 2.093  0.01
C8 -2.580 3.415 5.426  -0.16
N4 -2.386 -1.853 -8.044  0.04
C9 -3.455 3.165 -1.782  0.04
O2 -0.043 -3.466 3.737  0.02
H22 -2.389 -6.900 -5.375  0.08
H23 -7.685 -1.799 4.863  0.09
H24 3.383 -2.900 0.947  0.10
C10 2.632 -5.546 2.936  -0.15
O3 5.826 5.581 2.141  -0.22
H25 -6.755 -3.528 -7.336  0.08
O4 1.531 -6.155 0.887  -0.14
N5 7.492 -0.557 -0.539  0.01
H26 5.642 -2.633 6.040  0.09
C11 1.171 -4.685 6.414  0.05
O5 3.420 -5.509 6.421  0.05
H27 -1.103 -3.470 -7.408  0.06
H28 -3.026 -3.301 -4.852  0.07
O6 -6.207 4.887 3.590  0.00
H29 0.106 -3.244 -5.438  0.10
O7 -4.184 -0.973 4.504  0.00
H30 -2.834 -2.527 2.446  0.06
C12 -3.881 6.666 -5.294  -0.08
N6 -5.977 -1.121 -5.362  0.02
C13 -3.889 -2.094 6.616  0.00
H31 -0.350 0.569 0.962  0.06
C14 1.502 -2.324 0.156  -0.17
H32 -5.607 -3.372 2.713  0.07
O8 -4.796 -3.575 0.142  0.01
N7 -4.124 2.153 -2.613  -0.36
H33 -6.394 -4.997 2.652  0.08
H34 3.603 2.509 2.055  0.07
H35 -7.386 -0.084 -4.261  0.09
H36 -3.037 3.306 4.443  0.12
H37 1.028 -4.817 -3.951  0.11
H38 3.849 -2.291 -4.673  0.09
O9 5.308 4.979 5.178  -0.09
H39 1.008 -5.588 -1.710  0.11
H40 2.258 -8.414 -3.330  0.09
H41 -0.414 6.373 -3.540  0.07
H42 -0.981 2.323 -4.143  0.06
H43 3.958 1.265 7.611  0.07
H44 -5.197 -3.106 -6.863  0.04
C15 1.148 -0.830 -5.970  -0.21
N8 -5.998 -1.387 5.870  0.02
C16 -3.489 -3.307 -2.771  -0.04
H45 2.757 1.043 6.517  0.06
H46 3.838 -5.009 -0.790  0.07
H47 2.098 6.194 -4.848  0.12
H48 6.385 6.701 0.485  0.09
H49 -7.291 6.594 -1.580  0.09
O10 -3.192 5.193 0.394  -0.14
H50 -1.206 0.761 -4.804  0.07
H51 5.748 -6.771 3.359  0.10
H52 -0.723 2.185 -5.894  0.09
C17 5.612 -6.268 -1.035  -0.57
H53 2.332 -5.255 3.942  0.08
H54 1.898 1.641 3.713  0.10
O11 -0.569 6.302 -0.057  -0.17
H55 1.701 -3.564 -5.954  0.13
C18 -2.419 -5.812 -5.433  0.00
C19 -2.083 -3.305 2.583  0.03
H56 2.396 1.993 7.943  0.08
H57 6.806 -2.342 0.381  0.07
H58 -5.146 2.138 3.182  0.08
C20 1.186 2.352 3.293  -0.16
H59 -6.976 4.918 7.050  0.07
H60 -5.745 6.793 -2.459  0.06
C21 1.831 -7.458 -3.029  -0.12
H61 -2.371 3.085 -1.871  0.09
H62 -0.099 3.896 4.106  0.12
H63 -6.744 1.720 3.831  0.06
H64 3.004 3.936 1.055  0.10
H65 5.442 2.430 5.749  0.12
O12 1.755 2.590 -1.908  0.04
N9 -2.599 6.506 -4.713  -0.01
O13 1.703 -7.482 -1.609  -0.14
H66 0.999 3.030 5.262  0.12
H67 -2.168 -1.202 4.093  0.09
H68 0.953 -5.323 7.270  0.10
H69 -3.414 0.399 -8.345  0.08
C22 4.890 -5.038 -0.508  0.02
O14 -6.724 0.089 1.140  0.05
N10 5.274 -6.715 -2.220  0.02
H70 -3.446 5.625 4.311  0.07
H71 6.267 4.904 0.270  0.08
H72 -4.763 0.119 -7.262  0.09
H73 -2.234 -1.292 -8.870  0.14
O15 1.481 -1.674 -4.908  -0.14
H74 2.843 -4.623 2.397  0.11
H75 -2.732 -3.942 -7.771  0.07
H76 8.355 0.722 -2.727  0.07
C23 0.387 -6.626 0.134  -0.17
N11 2.665 -4.534 6.304  -0.39
H77 1.348 -0.738 2.526  0.08
O16 -2.339 4.311 -5.240  0.03
H78 5.841 6.932 5.162  0.13
H79 7.117 3.043 1.737  0.10
C24 4.477 2.698 5.318  -0.17
O17 5.889 -0.083 4.121  0.04
C25 2.366 -1.030 2.785  -0.12
H80 3.681 4.268 4.183  0.12
C26 -3.636 -6.212 0.276  -0.06
C27 -2.683 -5.231 -4.069  -0.56
N12 7.782 1.785 3.236  -0.41
C28 -1.945 -3.248 -8.064  -0.03
C29 7.453 -1.089 -1.798  -0.51
H81 -1.914 1.425 1.052  0.08
H82 0.240 5.158 -4.623  0.05
H83 -2.273 6.685 4.959  0.09
H84 0.090 -0.961 -6.199  0.11
C30 3.097 3.898 -4.852  -0.01
C31 1.359 -6.242 2.305  -0.15
H85 -5.291 5.078 7.018  0.06
H86 1.888 0.344 -3.015  0.08
H87 4.975 -5.863 4.479  0.06
O18 -1.964 4.741 5.424  -0.19
O19 0.758 -1.241 -0.390  -0.17
H88 7.433 5.741 3.477  0.13
H89 -3.729 2.868 -0.770  0.08
C32 -1.090 -0.266 -1.672  -0.17
H90 -2.201 4.041 1.780  0.11
H91 0.725 -5.049 5.488  0.08
H92 -0.609 1.931 -0.076  0.07
H93 -3.492 6.098 6.060  0.07
C33 -0.621 1.671 -4.939  -0.07
O20 8.493 0.785 3.179  0.05
C34 -6.690 -2.251 -5.550  -0.57
H94 -3.411 3.360 6.128  0.10
H95 -4.947 -6.126 1.931  0.13
H96 1.488 -3.065 -0.643  0.11
H97 4.560 6.544 4.140  0.13
H98 -4.621 6.318 -4.573  0.07
O21 -2.620 -5.954 -3.088  0.02
C35 -1.119 1.087 0.388  -0.05
C36 -1.920 5.335 -4.717  -0.51
H99 0.885 7.230 -1.271  0.08
H100 -0.492 4.198 0.076  0.10
H101 1.337 -3.354 -3.023  0.10
C37 4.682 3.954 4.479  -0.22
H102 7.095 1.337 1.342  0.07
C38 2.755 3.037 1.618  -0.08
H103 2.634 7.782 -6.622  0.08
H104 6.561 -7.606 -3.644  0.08
H105 8.082 -1.582 1.327  0.09
C39 -6.302 7.052 -1.559  -0.10
H106 -6.163 0.981 -4.869  0.08
C40 1.145 -3.069 -5.158  -0.15
H107 -2.220 5.672 2.137  0.12
N13 2.202 5.937 -5.819  -0.02
H108 0.869 -7.438 -3.542  0.08
H109 0.855 7.288 -6.701  0.08
C41 -5.153 -4.407 0.995  -0.55
C42 -2.867 5.807 5.216  -0.11
H110 6.203 -8.608 -2.159  0.09
H111 4.907 -5.181 0.572  0.06
C43 4.975 -6.003 3.398  -0.12
O22 3.104 -3.402 5.998  0.02
H112 0.899 5.533 -1.229  0.06
H113 7.658 5.589 1.002  0.08
H114 -7.731 -0.198 5.465  0.08
O23 3.544 2.975 6.392  -0.16
O24 4.568 -0.519 5.807  0.05
H115 -2.256 1.541 6.080  0.11
H116 0.129 -7.641 0.437  0.14
C44 8.266 -0.351 -2.897  0.00
H117 -4.910 -1.471 1.649  0.06
O25 6.833 -2.124 -2.052  0.01
C45 -0.413 -1.567 -1.150  -0.14
H118 5.139 3.809 3.500  0.09
H119 -3.311 0.843 -6.660  0.09
C46 6.468 6.201 3.262  -0.18
H120 0.520 1.861 2.583  0.11
O26 3.105 -0.918 1.615  -0.17
N14 -5.569 0.377 0.835  -0.42
H121 -2.593 -4.205 2.925  0.09
C47 6.579 5.721 0.921  -0.10
C48 0.675 -6.553 -1.327  -0.23
C49 -7.056 -0.919 5.004  -0.06
H122 -0.379 0.460 -2.067  0.11
O27 -3.224 -1.749 -5.952  -0.01
C50 0.762 6.397 -0.579  -0.10
H123 -0.449 -5.929 0.191  0.11
O28 6.416 -6.852 -0.330  0.03
C51 -1.558 2.337 5.821  -0.19
H124 6.446 -0.882 1.199  0.06
H125 -1.650 -3.367 -9.107  0.09
C52 -1.030 -2.781 3.525  -0.54
H126 -2.669 -3.338 -2.053  0.06
H127 3.890 -2.509 -2.928  0.08
H128 -5.731 -0.082 -3.586  0.06
C53 5.916 -2.259 5.054  0.06
C54 -2.103 5.005 1.282  -0.18
H129 9.293 -0.713 -2.850  0.08
H130 -4.608 4.089 1.330  0.10
C55 -4.499 -0.618 1.109  0.05
C56 -3.035 -1.261 -7.068  -0.55
C57 -4.721 -1.495 5.497  -0.52
C58 7.246 -1.383 0.655  -0.06
O29 3.024 -4.121 -3.967  -0.19
C59 2.738 4.708 -6.102  -0.54
H131 -0.447 4.627 -3.146  0.07
H132 1.478 6.490 0.237  0.09
H133 -3.812 -0.044 1.731  0.09
H134 4.574 -6.209 -2.743  0.11
H135 1.105 -7.260 2.601  0.13
O30 -3.361 1.520 -3.417  0.01
H136 -3.366 -5.425 -0.427  0.07
H137 -3.729 4.171 -2.099  0.10
C60 3.141 1.831 7.164  -0.11
H138 5.877 1.893 2.516  0.09
H139 2.263 2.341 0.939  0.08
O31 -1.820 0.317 -0.633  -0.21
O32 3.943 2.506 -2.142  0.02
N15 -1.233 -1.583 4.093  0.05
N16 -6.092 3.711 5.510  0.03
H140 0.856 -3.691 6.730  0.08
C61 -0.424 -1.032 5.148  -0.05
H141 3.660 0.141 -2.687  0.10
H142 3.602 3.002 -5.214  0.08
O33 -5.285 1.382 0.253  0.06
H143 -6.186 -4.300 -5.835  0.08
H144 3.484 -1.733 -0.259  0.11
O34 0.759 1.352 -4.723  -0.23
O35 -7.766 -2.449 -5.092  0.06
H145 -1.823 -0.406 -2.466  0.11
H146 2.170 3.609 -4.357  0.06
H147 1.414 1.185 -6.653  0.13
H148 2.311 -6.600 -3.500  0.06
C62 1.900 6.994 -6.794  -0.05
H149 -4.082 7.713 -5.523  0.09
H150 -6.769 -0.587 4.007  0.07
H151 4.197 1.947 4.580  0.09
H152 1.706 -1.075 -6.873  0.13
H153 -3.291 -5.562 -6.037  0.07
C63 -0.576 5.370 -3.933  0.02
H154 -6.196 -2.020 6.631  0.14
N17 -4.712 -5.673 1.059  0.00
H155 -4.406 -2.023 7.573  0.08
O36 -5.475 6.735 -0.441  -0.18
O37 3.733 -6.423 2.969  -0.16
H156 -6.706 2.564 2.446  0.08
H157 6.990 -2.269 4.866  0.10
H158 7.791 -0.493 -3.868  0.08
H159 -5.058 -1.096 -5.780  0.06
H160 2.502 0.679 -5.368  0.12
C64 -6.324 -0.031 -4.499  -0.07
C65 -3.677 0.072 -7.339  0.02
H161 -4.292 -3.969 -2.447  0.08
H162 -0.117 -2.093 -2.058  0.10
O38 1.858 3.425 2.631  -0.20
H163 -1.564 -3.501 1.644  0.08
O39 3.052 4.282 -7.198  0.04
C66 -6.144 4.972 6.348  -0.04
H164 2.143 6.641 -7.796  0.08
H165 -1.030 -2.286 -0.612  0.11
O40 -0.761 1.986 4.722  -0.15
H166 -5.411 4.713 -0.901  0.10
H167 -3.540 -3.111 6.433  0.09
H168 -1.505 -5.472 -5.920  0.06
C67 -5.607 5.355 -0.042  -0.16
C68 6.885 2.055 2.135  0.03
C69 -6.191 3.782 4.181  -0.54
H169 -6.923 -3.530 1.602  0.10
H170 -6.611 5.178 0.342  0.13
H171 -0.038 -1.789 5.831  0.08
H172 -4.496 5.738 1.846  0.11
H173 -3.956 6.076 -6.207  0.09
C70 0.304 2.935 4.428  -0.11
C71 -6.158 -3.391 -6.435  0.01
H174 4.901 -3.448 -3.967  0.09
H175 5.373 -4.080 -0.707  0.06
C72 5.529 6.160 4.459  -0.19
H176 -0.001 5.030 1.514  0.12
C73 -4.488 5.107 0.958  -0.19
H177 -3.936 -7.085 -0.304  0.09
C74 5.825 -7.899 -2.896  -0.04
O41 -5.324 2.003 -2.576  0.07
H178 7.946 0.329 -0.372  0.11
C75 2.905 -1.973 0.632  -0.15
H179 -6.091 2.815 5.976  0.13